No. 1
DFT (ωB97M-V/def2-TZVPD) results for a molecular structure, C39H48BrN4NaO2Se3Te.

Cartesian coordinates (Å):
Na -0.32818 1.41500 -1.87525
C 4.10449 -1.63950 3.81421
C 3.42231 -0.26327 3.80168
C 2.25836 -0.31215 4.79164
C 4.42198 0.79380 4.29291
C 2.96022 0.07551 2.38486
C 1.64532 0.32134 2.06504
C 1.23590 0.63992 0.74484
N -0.01685 0.85610 0.32224
C -1.20094 0.65777 0.96839
C -1.42902 -0.24284 2.01998
C -2.67892 -0.41653 2.59127
C -3.72739 0.36548 2.09326
C -3.59181 1.24711 1.02997
C -2.32207 1.38747 0.37883
O -2.15725 2.11088 -0.66180
C -4.77778 2.07479 0.52388
C -5.11406 1.70474 -0.92851
C -6.04459 1.85640 1.35618
C -4.42750 3.56902 0.60214
C -2.85978 -1.42735 3.72537
C -2.45189 -2.82954 3.25279
C -4.30724 -1.50219 4.21411
C -1.97833 -1.02634 4.91771
C 2.25609 0.84248 -0.29065
O 1.93454 1.27352 -1.44333
C 3.61240 0.50192 0.05082
C 3.91569 0.13836 1.34777
C 4.68323 0.56691 -1.03962
C 4.82769 2.00897 -1.55143
C 4.29380 -0.35693 -2.20517
C 6.05738 0.11648 -0.53636
H 4.44298 -1.89254 4.82465
H 4.97050 -1.66233 3.15098
H 3.40752 -2.41012 3.47919
H 2.63305 -0.55945 5.78917
H 1.52781 -1.07205 4.50766
H 1.74095 0.64712 4.85221
H 4.77179 0.55613 5.30343
H 3.95200 1.77931 4.31093
H 5.29115 0.85131 3.63550
H 0.88750 0.31674 2.83365
H -0.60534 -0.86705 2.34357
H -4.70210 0.26030 2.54734
H -5.42613 0.66000 -0.99463
H -4.24084 1.84555 -1.56269
H -5.93400 2.33284 -1.29635
H -6.38744 0.82007 1.30856
H -6.84355 2.49105 0.96136
H -5.89094 2.12109 2.40571
H -3.52742 3.77165 0.02436
H -4.25358 3.86105 1.64181
H -5.25395 4.17250 0.20928
H -3.07254 -3.14878 2.41399
H -2.55971 -3.55576 4.06609
H -1.41497 -2.85060 2.91444
H -4.98161 -1.80402 3.41014
H -4.64917 -0.54134 4.60614
H -4.38435 -2.24152 5.01651
H -0.92660 -0.98550 4.63014
H -2.08069 -1.74656 5.73705
H -2.26032 -0.03675 5.28522
H 4.94393 -0.09784 1.59469
H 3.87175 2.37086 -1.92322
H 5.56984 2.05165 -2.35675
H 5.16140 2.66516 -0.74246
H 3.32455 -0.07128 -2.60985
H 4.23575 -1.39397 -1.86316
H 5.04592 -0.30009 -2.99970
H 6.42747 0.75961 0.26635
H 6.77344 0.16545 -1.36150
H 6.03571 -0.91320 -0.17074
Se -3.03569 -1.26564 -1.81754
Se -3.26696 -1.76219 -3.97657
Te -2.36521 -5.08111 -2.34351
Se -2.42837 -3.26028 -0.68474
Br 2.35101 2.15054 -7.10372
C 0.68551 1.94211 -6.22687
C -0.42838 1.51668 -6.93112
C -1.61250 1.35842 -6.23281
C -1.63321 1.64972 -4.87520
N -0.55935 2.06859 -4.21223
C 0.59140 2.19580 -4.86884
H -0.36001 1.29257 -7.98698
H -2.50435 0.98787 -6.71859
H -2.53617 1.51001 -4.29279
H 1.46024 2.48634 -4.28852
N 0.84174 -3.28296 -7.08634
C 0.75694 -2.95984 -5.98500
C 0.67831 -2.54691 -4.61370
C 0.92306 -3.43417 -3.56981
C 0.84449 -2.95362 -2.27847
C 0.51797 -1.62010 -2.07765
N 0.24610 -0.77374 -3.07344
C 0.32065 -1.23579 -4.31097
H 1.14756 -4.47217 -3.77093
H 0.99290 -3.60597 -1.43037
H 0.45530 -1.21128 -1.07506
H 0.08141 -0.54890 -5.11507

LUMO level (alpha / beta), eV: 3.3 / 3.4
Largest force on an atom, eV Å⁻¹: 0.12
Total charge: -2
M, g mol⁻¹: 1072.21
Gap between HOMO and LUMO (alpha / beta), eV: 4.26 / 4.94
Total energy, hartree: -12093.2374



No. 2
DFT (ωB97M-V/def2-TZVPD) results for a molecular structure, C39H48GeN4SeSn.

Cartesian coordinates (Å):
Sn -0.33691 0.62362 0.13294
N 2.38319 0.84135 10.39194
C 2.07295 0.80231 9.28508
C 1.68294 0.75302 7.89139
C 2.40214 1.47539 6.94438
C 2.02656 1.42747 5.61189
C 0.93201 0.66813 5.21718
C 0.21843 -0.05436 6.16688
C 0.59174 -0.01681 7.50064
C 0.52379 0.63696 3.77677
C 1.26246 -0.19782 2.93587
C 2.33980 -1.03848 3.32028
C 2.77217 -1.69270 2.18588
C 1.94934 -1.23568 1.13517
N 1.05737 -0.34828 1.56398
C -0.55272 1.44270 3.41418
C -1.30102 2.30303 4.26631
C -2.26247 2.90334 3.48393
C -2.07232 2.39825 2.17564
N -1.06569 1.53857 2.12346
H 3.25109 2.06945 7.25637
H 2.58592 1.98394 4.86835
H -0.63131 -0.64857 5.85787
H 0.04147 -0.58076 8.24240
H 2.72476 -1.14558 4.32461
H 3.57372 -2.41024 2.10206
H 1.98032 -1.53004 0.09340
H -1.12259 2.45633 5.32098
H -3.01589 3.61222 3.79273
H -2.63691 2.64220 1.28401
C -5.05582 -4.34374 0.19910
C -4.05785 -3.35786 0.75395
C -4.08593 -3.00469 2.09289
C -3.13509 -2.11522 2.58811
C -3.10761 -1.73459 4.04604
C -2.19380 -1.58020 1.72603
C -2.15772 -1.86585 0.34208
C -3.10811 -2.80371 -0.10247
N -1.21493 -1.22838 -0.46548
C -1.00874 -1.62899 -1.86107
C -2.23153 -1.36414 -2.76783
C -1.93869 -1.78381 -4.21455
C -0.77835 -0.95215 -4.77253
C 0.46200 -1.18676 -3.90348
C 0.85287 -2.66658 -3.96228
C -0.29865 -3.50711 -3.40497
C -1.55862 -3.27064 -4.24873
C -0.56616 -3.10268 -1.95283
C 0.14154 -0.78723 -2.45798
H -5.75315 -4.67661 0.96891
H -4.55018 -5.22556 -0.20325
H -5.63502 -3.89952 -0.61353
H -4.83073 -3.43173 2.75692
H -3.88744 -2.25077 4.60797
H -3.24645 -0.65696 4.17385
H -2.14240 -1.99593 4.48549
H -1.43728 -0.93902 2.15461
H -3.13655 -3.12184 -1.13454
H -2.45859 -0.29319 -2.71849
H -3.11756 -1.88842 -2.40731
H -2.83262 -1.62333 -4.82194
H -1.04040 0.11110 -4.77546
H -0.56956 -1.24227 -5.80800
H 1.28852 -0.56864 -4.26053
H 1.76321 -2.84055 -3.37847
H 1.06550 -2.95459 -4.99644
H -0.03069 -4.56561 -3.43951
H -2.38643 -3.87973 -3.86694
H -1.37525 -3.58135 -5.28223
H 0.34389 -3.21744 -1.35187
H -1.31412 -3.76276 -1.51634
H -0.13855 0.26975 -2.45717
H 1.04041 -0.89552 -1.83414
C 4.44431 4.24464 -5.51628
Ge 2.91451 3.82088 -4.38222
C 2.06911 5.46117 -3.76484
C 1.63068 2.70622 -5.33161
C 3.55286 2.79215 -2.84830
Se 2.06849 2.22523 -1.69871
C 2.23096 3.66879 -0.40652
H 4.13287 4.85069 -6.37206
H 4.90882 3.32978 -5.89228
H 5.19115 4.80652 -4.94968
H 1.72881 6.04637 -4.62335
H 2.77615 6.06923 -3.19476
H 1.20439 5.23861 -3.13511
H 1.20482 3.24830 -6.18029
H 0.82004 2.41669 -4.65854
H 2.11285 1.79988 -5.70832
H 4.26699 3.34501 -2.23371
H 4.04857 1.88338 -3.19178
H 2.15435 4.62835 -0.91343
H 3.17846 3.59119 0.12019
H 1.40912 3.56277 0.29945

LUMO level, eV: -1.1
Largest force on an atom, eV Å⁻¹: 0.59
Total charge: 0
M, g mol⁻¹: 843.12
Gap between HOMO and LUMO, eV: 5.98
Total energy, hartree: -6426.6142



No. 3
DFT (ωB97M-V/def2-TZVPD) results for 2 unconnected molecules or ions with the total composition C39H48NOSi in a non-equilibrium geometry.

Cartesian coordinates (Å):
C 1.27395 -2.34785 3.07995
C 0.37255 -1.34352 2.47986
C 0.62535 0.04079 2.37356
C -0.47307 0.96261 2.54329
C -1.80616 0.45474 3.00564
C -0.29425 2.31797 2.33514
C 0.95460 2.85547 2.00961
C 1.10559 4.32429 1.76348
C 2.05611 1.99856 1.97977
C 1.93274 0.62464 2.15506
C 3.20309 -0.16575 2.11128
H 0.70308 -3.12840 3.60252
H 1.90454 -2.88861 2.35660
H 1.95035 -1.89502 3.81732
H -0.64985 -1.69178 2.33040
H -2.51130 1.29036 3.09498
H -2.23482 -0.28611 2.32087
H -1.71185 -0.02939 3.98803
H -1.15399 2.98339 2.44094
H 2.14208 4.56151 1.49665
H 0.44948 4.66261 0.94873
H 0.82851 4.90949 2.65280
H 3.04561 2.42665 1.79785
H 4.01709 0.49525 1.78277
H 3.48392 -0.55095 3.10197
H 3.17369 -1.01210 1.41190
C 2.06845 -10.25568 -1.21786
Si 2.31172 -9.27327 0.34917
C 1.30494 -9.93780 1.77024
C 4.12206 -9.16883 0.80122
O 1.82681 -7.70229 0.04346
C 0.69988 -6.88993 0.36068
C -0.57455 -7.67829 0.02352
C -1.43115 -8.18057 1.00543
C -2.58103 -8.88521 0.62791
C -2.80258 -9.19194 -0.71756
C -1.86531 -8.80490 -1.68284
C -0.75022 -8.04962 -1.31570
C 0.82494 -6.35100 1.81708
C 2.04192 -6.35980 2.51774
C 2.05381 -6.01304 3.87331
C 0.90040 -5.53129 4.49305
C -0.29248 -5.45031 3.77221
C -0.31468 -5.82799 2.42760
C 0.85270 -5.67235 -0.58998
C 2.22108 -4.96283 -0.48063
C 1.95293 -3.46749 -0.49720
C 0.44547 -3.26937 -0.31431
N -0.12508 -4.60893 -0.36083
C -1.45099 -4.74073 -0.60096
C -2.32709 -3.68205 -0.78569
C -3.42217 -3.80056 -1.72290
C -4.44249 -2.82071 -1.84847
C -5.43300 -2.94296 -2.82225
C -5.43941 -4.03482 -3.71616
C -4.45645 -5.02303 -3.57954
C -3.47436 -4.92150 -2.60118
H 2.37803 -11.29418 -1.03379
H 1.02309 -10.27173 -1.55028
H 2.68296 -9.85829 -2.03712
H 1.82717 -10.82284 2.15760
H 1.21342 -9.21482 2.59086
H 0.29648 -10.23967 1.46383
H 4.51055 -10.18693 0.94460
H 4.71733 -8.68531 0.01462
H 4.29073 -8.62293 1.73902
H -1.20061 -8.04772 2.06736
H -3.27975 -9.20542 1.40277
H -3.68617 -9.75638 -1.01370
H -1.97281 -9.09283 -2.72920
H 0.00409 -7.77078 -2.06099
H 2.96183 -6.67971 2.02199
H 2.97940 -6.12267 4.43917
H 0.93740 -5.20328 5.53292
H -1.21428 -5.10349 4.24856
H -1.24051 -5.76422 1.85089
H 0.75910 -6.00560 -1.64369
H 2.77512 -5.26105 0.41903
H 2.83943 -5.25863 -1.33870
H 2.49822 -2.92985 0.28843
H 2.23842 -3.02962 -1.45928
H 0.20277 -2.79236 0.65650
H 0.01429 -2.61789 -1.09765
H -1.81604 -5.76293 -0.71909
H -2.17964 -2.74157 -0.25077
H -4.44890 -1.97146 -1.15895
H -6.21648 -2.18782 -2.90550
H -6.19116 -4.11436 -4.50750
H -4.43762 -5.88953 -4.24460
H -2.72345 -5.70588 -2.51924

LUMO level, eV: -5.5
Largest force on an atom, eV Å⁻¹: 1.56
Total charge: +1
M, g mol⁻¹: 574.90
Gap between HOMO and LUMO, eV: 3.38
Total energy, hartree: -1934.1684